The following is a DFT calculation (ωB97M-V/def2-TZVPD) of the molecule C17H16N2O2 at a distorted geometry.

The geometry in XYZ format:
```
37
Properties=species:S:1:pos:R:3:forces:R:3:mulliken_charge:R:1
C 3.200 -0.633 -1.350 -0.16 -0.02 0.08 1.02
H -3.952 -2.269 3.119 0.03 -0.10 0.07 0.45
H 1.913 -2.292 -1.718 -0.06 -0.11 0.00 0.30
C 3.867 2.043 -1.698 0.15 -0.13 -0.07 -1.08
C -5.989 -1.628 2.874 -0.04 -0.05 0.04 -0.57
H -6.397 -2.395 3.516 -0.02 -0.06 0.05 0.39
H 4.115 3.086 -1.828 0.04 0.10 -0.02 0.31
H 6.878 0.964 -2.250 0.11 0.02 -0.01 0.33
H 2.005 2.498 -0.772 -0.09 0.05 0.04 0.34
C 4.745 1.066 -2.133 -0.03 0.16 0.01 0.58
C -4.103 -0.574 1.829 -0.62 -0.10 0.15 0.29
O -0.591 -0.887 1.648 0.71 0.49 -0.45 -0.12
C -4.627 -1.565 2.658 0.07 0.14 -0.12 -0.47
O 1.164 -0.066 -0.334 0.15 -0.15 -0.09 -0.35
N -1.793 -1.310 2.116 -1.10 -0.43 0.45 -0.42
H 2.594 -2.251 -0.103 -0.03 -0.11 0.05 0.31
C 2.664 1.707 -1.094 -0.35 -0.08 0.17 -0.65
C -0.836 0.163 0.860 -0.64 -0.06 -0.03 0.23
H 3.613 -2.729 -1.475 0.04 -0.05 -0.02 0.39
C 6.046 1.415 -2.790 -0.02 -0.05 0.00 -1.37
H -6.976 0.988 0.974 -0.04 0.05 -0.04 0.39
N -2.096 0.450 0.790 0.35 0.29 -0.31 -0.50
H 0.782 1.522 0.938 -0.04 -0.05 -0.16 0.41
H 6.191 2.492 -2.817 0.06 0.06 -0.03 0.35
H 5.065 -1.043 -2.283 0.06 -0.13 -0.03 0.34
C 0.279 0.886 0.192 0.17 0.26 0.11 -0.44
H -4.530 1.106 0.582 0.01 0.07 -0.06 0.46
H -7.900 -0.764 2.441 -0.08 0.00 0.01 0.38
C -4.954 0.347 1.221 0.20 -0.11 0.06 -0.26
H 6.069 1.036 -3.811 0.07 0.02 -0.08 0.32
H -0.152 1.527 -0.590 0.05 -0.09 0.17 0.39
C 4.390 -0.268 -1.949 -0.19 0.15 0.09 -0.67
C -6.835 -0.710 2.269 -0.04 0.02 -0.01 -0.34
C -6.316 0.275 1.444 -0.11 0.00 0.01 -0.61
C 2.326 0.376 -0.917 0.23 0.06 -0.10 0.97
C -2.676 -0.497 1.595 1.19 -0.11 0.02 0.37
C 2.816 -2.065 -1.152 -0.04 0.05 0.02 -1.44
```
Positions in Å, forces in eV/Å.

Summary:
- HOMO-LUMO gap (eV) = 9.04
- spin multiplicity = 1
- E_tot (Ha) = -917.37418
- E_LUMO (Eh) = 0.02194
- SMILES = Cc1ccc(OCc2nc(-c3ccccc3)no2)c(C)c1

=====

The following is a DFT calculation (ωB97M-V/def2-TZVPD) of a cluster of 2 separate species, CH6BN in total at a distorted geometry.

The geometry in XYZ format:
```
9
Properties=species:S:1:pos:R:3:forces:R:3:mulliken_charge:R:1
H -2.009 1.595 -1.237 2.97 -2.22 0.59 -0.09
H 0.685 -1.406 1.027 0.03 0.11 -0.05 0.27
H 1.568 -0.306 -0.055 -0.02 -0.04 0.05 0.30
C 0.817 -0.359 0.732 0.29 -0.24 0.14 -0.70
B -0.653 0.704 -0.996 -3.52 2.56 -0.54 -0.03
H 0.096 0.632 -1.881 0.47 -0.10 -0.44 -0.08
N -0.420 0.223 0.257 -0.22 -0.18 0.62 -0.14
H -1.120 0.280 0.984 -0.03 0.19 -0.24 0.20
H 1.183 0.197 1.601 0.03 -0.08 -0.12 0.27
```
Positions in Å, forces in eV/Å.

Summary:
- HOMO-LUMO gap (eV) = 10.71
- spin multiplicity = 1
- E_tot (Ha) = -121.27037
- E_LUMO (Eh) = 0.03009

=====

The following is a DFT calculation (ωB97M-V/def2-TZVPD) of the molecule C18H15FN4O4 at a distorted geometry.

The geometry in XYZ format:
```
42
Properties=species:S:1:pos:R:3:forces:R:3:mulliken_charge:R:1
N 1.191 0.108 7.093 -0.03 0.16 0.45 1.02
C -1.937 -0.879 -2.698 -0.37 -0.11 0.15 0.53
C -0.346 -0.023 2.442 -0.65 0.41 -0.40 -0.62
C 0.719 -0.794 -4.003 -0.05 -0.05 0.03 -0.27
C 0.388 1.584 -4.158 -0.13 -0.18 0.09 -0.29
H -0.332 0.723 5.025 -0.03 0.03 0.00 0.49
H -3.999 -0.429 -2.413 0.02 -0.01 -0.02 0.36
C 1.525 1.696 -4.936 0.25 -0.16 -0.13 -0.71
H 2.433 -1.561 -5.038 0.07 -0.08 -0.03 0.43
C 2.354 -1.301 5.468 -0.16 0.21 0.29 -0.45
H -0.756 -0.614 -0.618 -0.08 0.20 0.23 0.23
C 1.853 -0.688 -4.785 0.14 0.26 -0.12 -0.69
O -1.732 -1.974 -3.161 0.02 -0.27 -0.11 -0.64
C 2.246 0.557 -5.241 -0.14 0.03 0.08 0.32
O 0.292 0.893 7.305 -0.22 0.21 0.11 -0.61
H -1.115 0.679 2.752 -0.04 -0.02 -0.19 0.56
N -1.172 0.242 -2.877 -0.05 0.18 0.25 0.10
O 1.980 -0.280 7.927 0.16 -0.06 0.25 -0.62
N -1.023 -0.129 0.230 -0.05 -0.13 -0.35 0.74
N -0.216 -0.472 1.257 0.45 -0.23 0.43 -1.30
C 0.582 -0.465 3.470 0.64 -0.36 0.51 0.95
H 3.022 -1.606 6.258 0.01 -0.01 0.01 0.48
C 1.609 -1.371 3.188 -0.11 0.11 0.08 -0.57
O -2.490 1.364 1.137 -0.01 0.09 0.32 -0.62
H 3.271 -2.483 3.944 0.06 -0.05 -0.01 0.38
H 1.851 2.654 -5.307 0.05 0.08 -0.04 0.43
H -2.262 2.042 -2.952 0.08 0.02 0.07 0.53
F 3.356 0.664 -5.998 -0.07 -0.01 0.04 -0.33
C 0.449 0.022 4.768 0.02 -0.02 -0.03 -0.44
H -3.585 1.506 -1.073 0.17 -0.07 0.05 0.43
C -1.734 1.413 -2.226 -0.12 0.31 -0.02 -1.14
H -3.281 -1.285 -1.053 0.02 -0.02 -0.08 0.34
C 2.483 -1.783 4.176 -0.09 0.06 -0.06 -0.67
C -2.724 0.847 -1.195 -0.05 0.04 0.09 0.07
H 0.404 -1.762 -3.654 -0.01 -0.01 0.02 0.41
H -0.175 2.476 -3.935 -0.07 0.09 0.05 0.37
H -0.943 2.005 -1.758 -0.06 -0.01 -0.07 0.55
H 1.700 -1.740 2.179 0.04 -0.06 -0.09 0.45
C -0.027 0.340 -3.684 0.35 -0.04 -0.29 0.38
C 1.333 -0.400 5.749 0.24 -0.52 -1.12 -0.12
C -3.103 -0.506 -1.794 -0.07 -0.04 0.00 -0.88
C -2.085 0.731 0.190 -0.16 0.04 -0.43 0.41
```
Positions in Å, forces in eV/Å.

Summary:
- HOMO-LUMO gap (eV) = 8.31
- spin multiplicity = 1
- E_tot (Ha) = -1314.69799
- E_LUMO (Eh) = -0.02315
- SMILES = O=C(N/N=C/c1cccc([N+](=O)[O-])c1)[C@@H]1CC(=O)N(c2ccc(F)cc2)C1

=====

The following is a DFT calculation (ωB97M-V/def2-TZVPD) of a cluster of 2 separate species, C4H8OS in total at a distorted geometry.

The geometry in XYZ format:
```
14
Properties=species:S:1:pos:R:3:forces:R:3:mulliken_charge:R:1
H -1.213 -2.190 0.342 -0.08 1.09 0.34 0.29
H 0.044 -1.112 1.143 -2.07 -0.37 -0.38 0.15
C -1.002 -1.126 0.622 2.29 -0.49 -0.23 -0.91
H -0.223 1.278 0.854 -0.09 0.15 -0.09 0.48
H -0.845 1.714 -2.221 -0.74 -0.68 -1.72 0.12
O 2.531 0.048 -1.133 0.79 0.29 -1.96 -0.38
H -1.748 -0.651 1.263 0.05 -0.67 0.12 0.30
H 1.989 1.523 0.197 0.35 -1.55 -0.08 0.23
S -0.297 2.466 -1.346 0.56 -0.17 2.14 -0.11
H -1.033 -0.448 -1.597 0.28 0.06 0.55 0.32
C -0.431 1.064 -0.189 -0.43 -0.12 -1.58 -0.64
C 2.153 0.407 -0.075 -0.28 -0.47 1.74 -0.02
H 1.990 -0.480 0.642 -0.15 1.68 0.21 0.21
C -0.779 -0.186 -0.560 -0.48 1.25 0.92 -0.02
```
Positions in Å, forces in eV/Å.

Summary:
- HOMO-LUMO gap (eV) = 9.41
- spin multiplicity = 1
- E_tot (Ha) = -630.54089
- E_LUMO (Eh) = 0.02900
- SMILES = C/C=C/S.C=O

=====

The following is a DFT calculation (ωB97M-V/def2-TZVPD) of a structure of composition C24H30Cl4F6HgN6O4P at a distorted geometry.

The geometry in XYZ format:
```
76
Properties=species:S:1:pos:R:3:forces:R:3:mulliken_charge:R:1
H 34.824 24.988 6.810 -0.07 0.00 -0.08 0.43
N 31.583 17.386 8.049 0.00 0.10 -0.04 0.95
C 37.105 19.172 7.017 -0.22 -0.39 0.19 1.86
C 37.151 22.659 6.098 0.45 0.22 0.50 -1.00
H 35.505 14.565 0.154 -0.10 -0.27 0.07 0.32
C 36.702 22.348 4.840 -0.14 -0.58 -0.42 -0.16
N 35.010 21.318 0.042 -0.34 0.43 -0.67 0.11
Cl 37.718 15.732 6.066 0.10 -0.07 -0.08 -0.18
H 34.168 24.378 4.527 -0.13 -0.33 -0.03 0.44
H 36.359 22.548 -0.994 -0.19 0.02 0.37 0.35
H 33.702 20.007 0.864 -0.24 -0.26 -0.23 0.43
Cl 36.417 18.968 8.631 -0.15 0.28 0.02 -0.18
C 33.935 19.637 -1.267 -0.42 0.01 -0.43 -1.07
Cl 38.850 19.418 7.115 0.16 0.07 -0.21 -0.21
N 35.647 22.940 4.283 -0.37 0.37 -0.03 0.01
C 39.526 23.114 0.890 0.50 -0.33 -0.54 -0.80
H 36.018 14.106 6.008 -0.05 -0.08 0.12 0.42
H 41.036 21.559 0.612 0.07 0.33 0.05 0.43
H 35.526 15.661 5.254 0.11 -0.26 -0.11 -0.51
C 35.370 24.228 6.270 0.31 0.09 0.34 -0.90
H 40.149 23.932 0.560 -0.11 0.10 0.05 0.43
H 31.896 17.466 5.987 -0.14 0.15 -0.08 0.28
C 34.139 20.304 -0.084 0.56 -0.02 0.92 -0.12
N 32.824 22.383 2.378 0.03 0.64 -0.30 -0.04
P 34.900 18.792 3.680 0.11 -0.18 -0.07 1.90
O 33.696 13.593 2.217 0.21 0.05 0.08 -0.54
C 40.029 21.818 0.914 -0.30 -0.36 -0.01 -0.25
H 37.165 21.566 4.256 0.12 0.00 0.04 0.51
H 33.813 15.130 0.388 -0.02 -0.07 -0.08 0.30
H 35.217 16.029 1.072 -0.12 -0.02 0.13 0.09
H 37.288 20.296 2.146 -0.27 0.10 -0.24 0.52
N 37.424 22.325 1.671 -0.58 -0.27 -0.35 0.12
H 36.862 23.966 7.791 0.05 -0.06 0.00 0.44
F 36.433 18.975 4.139 0.17 -0.06 -0.02 -0.36
C 30.127 21.737 2.414 0.25 0.03 0.35 -0.34
C 34.801 15.055 0.822 0.22 0.48 -0.19 -0.58
F 34.422 19.562 5.004 -0.14 0.18 0.30 -0.42
H 38.009 22.133 6.498 0.00 0.04 0.00 0.52
C 34.550 20.118 -2.420 0.11 -0.23 0.16 -0.24
H 37.722 24.268 1.141 0.22 0.11 -0.01 0.50
Cl 35.208 15.739 7.540 -0.09 -0.20 0.14 -0.13
H 30.536 21.100 4.436 -0.01 0.00 -0.04 0.43
H 39.538 19.761 1.328 -0.04 0.02 0.04 0.52
C 32.030 22.697 1.351 -0.37 0.40 -0.10 -0.19
F 35.034 20.281 2.934 -0.03 0.16 -0.20 -0.72
C 30.929 21.543 3.531 -0.26 -0.40 0.04 -0.79
H 35.935 21.530 -3.189 0.12 0.20 0.14 0.44
H 33.345 17.710 6.991 0.07 0.05 -0.03 0.00
F 35.399 18.121 2.303 -0.01 0.01 -0.17 -0.35
C 39.188 20.784 1.303 0.08 0.09 0.04 -1.14
C 37.895 21.078 1.702 0.52 -0.28 0.41 0.06
C 34.979 23.840 5.009 -0.05 0.68 -0.35 -0.09
H 32.941 21.671 4.299 -0.04 -0.23 -0.04 0.33
C 35.428 21.174 -2.304 -0.12 0.11 0.04 -0.68
H 32.140 19.020 6.879 -0.15 0.06 -0.11 0.25
C 38.201 23.298 1.202 -0.18 0.60 0.46 -0.51
F 34.779 17.381 4.384 -0.07 -0.08 0.11 -0.28
C 36.513 23.660 6.814 -0.29 -0.27 0.04 -0.33
H 34.412 19.693 -3.405 -0.23 -0.27 0.15 0.42
N 34.690 14.275 2.075 0.02 -0.03 0.19 0.93
C 32.296 17.948 6.872 0.37 -0.24 0.06 -0.42
F 33.377 18.732 3.165 -0.13 0.03 -0.11 -0.43
H 36.888 18.263 6.472 0.23 -0.05 -0.07 -0.70
Hg 35.075 22.516 2.044 0.37 -0.35 0.48 2.06
O 32.261 16.891 8.921 -0.10 -0.06 0.14 -0.53
C 30.690 22.380 1.324 -0.11 -0.27 -0.35 -0.65
O 30.372 17.479 8.055 0.01 -0.02 0.03 -0.58
C 35.626 21.749 -1.060 0.56 0.01 -0.49 -0.23
H 32.427 23.307 0.548 0.33 -0.36 -0.07 0.40
C 36.030 15.183 6.080 0.00 0.38 -0.10 0.52
O 35.602 14.382 2.874 -0.19 -0.12 -0.12 -0.50
C 32.271 21.839 3.464 0.45 0.10 0.27 -0.10
H 30.142 22.596 0.417 -0.17 0.06 0.15 0.43
H 29.101 21.398 2.435 -0.07 0.16 -0.12 0.44
H 33.264 18.790 -1.279 0.00 0.01 -0.08 0.49
H 36.661 20.014 6.507 -0.11 0.14 0.16 -0.84
```
Positions in Å, forces in eV/Å.

Summary:
- charge = +1
- HOMO-LUMO gap (eV) = 7.91
- spin multiplicity = 1
- E_tot (Ha) = -4496.59733
- E_LUMO (Eh) = -0.14496

=====

The following is a DFT calculation (ωB97M-V/def2-TZVPD) of the molecule C4H9N.

The geometry in XYZ format:
```
14
Properties=species:S:1:pos:R:3:forces:R:3:mulliken_charge:R:1
N -1.973 1.291 0.373 0.07 -0.07 0.05 -0.63
H -0.746 -0.236 -1.101 0.30 0.16 -0.34 0.31
C -0.662 0.764 0.760 -0.06 -0.04 0.48 -0.47
H 1.808 0.393 0.148 0.26 0.11 -0.29 0.22
H 3.030 -1.505 -0.802 0.18 0.19 0.04 0.26
C 1.287 -0.436 -0.316 -0.67 -0.10 0.72 -0.10
H -0.629 0.378 1.791 -0.09 0.14 -0.02 0.24
H -2.696 0.592 0.501 -0.01 0.02 0.02 0.21
C -0.210 -0.372 -0.162 -0.44 0.34 -0.07 -0.42
C 1.952 -1.473 -0.778 0.49 -0.49 -0.37 -0.80
H -2.217 2.089 0.949 -0.03 -0.12 -0.04 0.23
H 1.484 -2.369 -1.171 -0.26 0.12 0.04 0.26
H -0.608 -1.311 0.227 0.18 -0.12 0.06 0.32
H 0.030 1.611 0.755 0.09 -0.13 -0.29 0.38
```
Positions in Å, forces in eV/Å.

Summary:
- HOMO-LUMO gap (eV) = 10.56
- spin multiplicity = 1
- E_tot (Ha) = -212.52431
- E_LUMO (Eh) = 0.04410
- SMILES = C=CCCN